Record 1
This record from OMol25 describes C4H6OS2 as an isolated structure. The level of theory is ωB97M-V with the def2-TZVPD basis set.

Cartesian coordinates (Å):
C  1.843974  0.636173  0.474282
C  0.468544  0.130079  0.261464
C  -0.628163  0.988339  0.240674
C  -2.030548  0.503783  -0.074833
H  4.072570  -1.325943  1.021505
H  2.069820  0.870387  1.630332
H  1.689963  1.692374  -0.135960
H  0.438947  -1.065036  0.113237
H  -0.253239  2.083917  0.130829
H  -3.771065  -1.270975  0.308713
O  -2.733130  1.389672  -0.376091
S  3.450293  -0.299257  -0.358336
S  -2.219343  -1.304014  0.016496

Cartesian forces (eV/Å) of the 2 atoms listed first:
1.4 2.9 -0.1
-1.8 -2.3 0.0

## Properties
- LUMO energy: -0.5 eV

=====

Record 2
This record from OMol25 describes the molecule C4H6OS2. The level of theory is ωB97M-V with the def2-TZVPD basis set.

Cartesian coordinates (Å):
O  2.292674  -0.252928  1.251112
C  1.770848  -0.960553  0.166249
C  0.246239  -0.740235  0.097523
S  -0.735765  -1.869521  -0.518616
C  -0.289318  0.624594  0.490124
C  -1.702129  1.032684  0.384946
S  -0.558634  1.964064  -0.719148
H  2.232393  0.651542  1.011849
H  1.982084  -2.041973  0.245862
H  2.229903  -0.628049  -0.760014
H  0.253531  0.959494  1.339622
H  -2.329078  0.267331  -0.097591
H  -2.153699  1.563454  1.222553

Cartesian forces (eV/Å) of the 2 atoms listed first:
0.6 -1.1 0.7
-1.2 -0.4 0.1

## Properties
- SMILES string: OCC(=S)[C@@H]1CS1
- LUMO energy: -0.7 eV

=====

Record 3
This record from OMol25 describes the molecule C4H6OS3. The level of theory is ωB97M-V with the def2-TZVPD basis set.

Cartesian coordinates (Å):
C  3.684620  -0.837867  -0.497038
C  2.528497  0.160347  -0.140286
S  1.048899  -0.637490  0.496031
C  -0.255563  0.341823  0.277616
S  -0.136058  1.972104  -0.017725
C  -1.598782  -0.330258  0.276662
O  -1.994938  -0.648352  1.439962
S  -2.421134  -0.593252  -1.095470
H  3.287527  -1.699042  -1.073346
H  4.205919  -1.235178  0.357141
H  4.371187  -0.290838  -1.239686
H  2.780691  1.000457  0.626648
H  2.117447  0.626681  -1.093845
H  -2.823200  -1.081321  1.276291

Cartesian forces (eV/Å) of the 2 atoms listed first:
-0.7 0.9 -1.5
-0.1 1.9 -0.2

## Properties
- SMILES string: CCSC(=S)C(O)=S
- LUMO energy: -0.5 eV

=====

| no. | gap between HOMO and LUMO (eV) | HOMO energy (eV) | calculated total energy (a.u.) |
| --- | --- | --- | --- |
| 1 | 9.13 | -9.592 | -1027.451336 |
| 2 | 8.13 | -8.803 | -1027.569920 |
| 3 | 8.22 | -8.722 | -1425.769499 |